Record 1
Molecular formula: C6H13I
Method: DFT, ωB97M-V with the def2-TZVPD basis set

Computed properties:
LUMO energy: 0.025 Ha
energy: -534.03138 a.u.
strongest force on any atom: 5.57 eV/Å
relative energy (zero: lowest compared OMol25 entry of this formula, charge and spin): 23.2 kcal/mol

Last column: natural (NBO) charge in e.
Cartesian coordinates (Å):
C -1.59 -0.40 -0.75  -0.6213
C -0.05 -2.07 0.33  -0.6036
C 0.36 0.68 1.61  -0.6646
C 0.78 1.81 -0.83  -0.6683
C -0.15 -0.76 -0.47  -0.2511
C 0.71 0.54 0.08  0.0128
I 2.80 -0.05 -0.06  0.0298
H -2.26 -0.07 0.19  0.1943
H -2.21 -1.12 -1.16  0.2167
H -1.78 0.53 -1.31  0.2171
H -0.29 -1.84 1.34  0.2073
H 0.81 -2.49 0.08  0.2175
H -0.81 -2.62 -0.13  0.2103
H 0.60 -0.23 1.98  0.2116
H -0.71 1.09 1.67  0.2233
H 1.14 1.40 2.02  0.2159
H 1.29 1.48 -1.67  0.2178
H -0.25 2.28 -1.17  0.2044
H 1.22 2.68 -0.41  0.2293
H 0.41 -0.82 -1.34  0.2006

Record 2
Molecular formula: C4H13N2O
Method: DFT, ωB97M-V with the def2-TZVPD basis set

Computed properties:
LUMO energy: -0.146 Ha
energy: -344.66505 a.u.
charge: +1
strongest force on any atom: 10.86 eV/Å
relative energy (zero: lowest compared OMol25 entry of this formula, charge and spin): 63.9 kcal/mol

Last column: natural (NBO) charge in e.
Cartesian coordinates (Å):
C -0.51 1.13 2.04  -0.5999
C -0.45 -0.20 1.36  -0.4248
C 0.92 -0.69 0.90  -0.2486
N 0.57 -1.13 -2.02  -0.6805
C 1.27 -0.08 -1.52  0.4194
N 1.68 -0.01 -0.17  -0.5383
H 0.07 1.92 1.36  0.1757
H -1.51 1.58 2.19  0.2420
H -0.03 1.12 2.94  0.2165
H -1.16 -0.34 0.50  0.2146
H -0.85 -0.96 2.11  0.2349
H 0.77 -1.73 0.74  0.2122
H 1.59 -0.66 1.78  0.2304
H 0.17 -1.34 -2.97  0.4663
H 0.41 -1.79 -1.35  0.3968
H 1.57 0.63 -2.29  0.2416
H 2.09 0.86 0.19  0.4380
H -2.03 1.07 -1.49  0.4507
H -2.73 0.18 -2.33  0.4844
O -1.83 0.43 -1.98  -0.9314

Record 3
Molecular formula: C6H16N2
Method: DFT, ωB97M-V with the def2-TZVPD basis set

Computed properties:
LUMO energy (alpha / beta): -0.107 / -0.287 Ha
energy: -347.39764 a.u.
charge: +1
spin multiplicity: 2
strongest force on any atom: 2.97 eV/Å
relative energy (zero: lowest compared OMol25 entry of this formula, charge and spin): 11.8 kcal/mol

Last column: natural (NBO) charge in e.
Cartesian coordinates (Å):
C -0.84 -0.60 -0.17  -0.2874
N 0.04 0.53 -0.35  -0.0860
C -0.44 1.87 -0.29  -0.2911
C 0.45 2.83 -1.10  -0.2154
N 0.01 4.19 -0.83  -0.8228
C -0.06 -1.88 -0.49  -0.4293
C -0.13 -3.21 1.71  -0.6062
C 0.73 -2.44 0.69  -0.4061
H -1.29 -0.61 0.83  0.2748
H -1.65 -0.50 -0.89  0.2489
H 0.90 0.34 0.17  0.4071
H -0.52 2.23 0.74  0.2770
H -1.46 1.89 -0.65  0.2428
H 1.50 2.70 -0.83  0.1808
H 0.36 2.62 -2.16  0.2199
H 0.39 4.81 -1.53  0.3841
H 0.34 4.55 0.05  0.3686
H -0.68 -2.66 -0.93  0.2500
H 0.60 -1.67 -1.32  0.2252
H 0.54 -3.69 2.41  0.2346
H -0.81 -2.55 2.24  0.1953
H -0.78 -3.92 1.20  0.2180
H 1.48 -3.16 0.35  0.2342
H 1.35 -1.67 1.14  0.1830

Record 4
Molecular formula: C27H31Cl21F17NO4PS2
Method: DFT, ωB97M-V with the def2-TZVPD basis set

Computed properties:
LUMO energy: -0.130 Ha
energy: -13902.09716 a.u.
charge: +1
strongest force on any atom: 3.83 eV/Å

Last column: Löwdin charge in e.
Cartesian coordinates (Å):
C 0.39 0.22 2.78  -0.0713
C -0.54 -0.65 3.77  -0.2291
O -1.72 0.07 4.21  -0.1798
C -2.89 -0.30 3.46  -0.1742
C -3.30 0.94 2.49  -0.1190
O -3.83 0.48 1.23  -0.1161
C -2.77 0.05 0.36  -0.2962
O -2.87 -1.40 0.37  -0.1397
C -1.92 -2.01 -0.54  -0.1282
C -0.96 -1.00 -1.28  -0.3062
C -0.08 -1.70 -2.44  -0.1075
C 0.37 -3.18 -2.09  -0.0451
C 1.55 -3.26 -1.00  -0.2868
F 1.18 -2.60 0.18  0.0690
F 1.60 -4.65 -0.66  0.0405
C 2.98 -2.90 -1.57  -0.2220
F 3.65 -4.12 -1.84  0.1054
F 2.96 -2.22 -2.81  0.0962
C 3.94 -2.08 -0.60  -0.2063
F 3.95 -2.58 0.72  0.0982
F 5.26 -2.33 -1.06  0.1095
C 3.62 -0.52 -0.49  -0.1852
F 2.28 -0.20 -0.89  0.0469
F 3.67 -0.16 0.88  0.1080
C 4.57 0.45 -1.33  -0.1969
F 4.85 -0.03 -2.62  0.1156
F 3.80 1.63 -1.56  0.0638
C 5.87 0.95 -0.55  -0.2118
F 5.54 1.92 0.44  0.1104
F 6.51 -0.08 0.17  0.1103
C 6.99 1.61 -1.47  -0.2179
F 8.03 2.10 -0.64  0.1184
F 7.59 0.69 -2.35  0.1147
C 6.53 2.85 -2.36  -0.3677
F 5.75 3.79 -1.70  0.1311
F 5.87 2.50 -3.53  0.0976
F 7.70 3.53 -2.76  0.0956
N -1.59 0.25 -1.83  -0.3556
S -0.35 1.49 -1.90  0.9151
C -2.88 0.68 -1.11  -0.4365
C -3.12 2.25 -1.13  -0.1735
C -4.56 2.75 -0.74  -0.2229
O -5.55 2.09 -0.42  0.0171
P -4.26 -0.16 -2.17  0.4847
S -4.74 0.98 -3.69  0.1972
H 1.47 0.04 3.08  0.0753
H 0.18 1.34 2.89  0.0910
H 0.29 -0.12 1.68  0.0391
H 0.09 -0.82 4.71  0.1296
H -0.76 -1.69 3.36  0.1231
H -2.81 -1.28 2.90  0.1176
H -3.75 -0.43 4.21  0.0484
H -4.17 1.46 3.03  0.1482
H -2.48 1.72 2.41  0.1330
H -1.81 0.41 0.90  0.1554
H -2.54 -2.55 -1.35  0.1146
H -1.38 -2.84 0.02  0.1500
H -0.18 -0.65 -0.51  0.1054
H 0.76 -1.02 -2.80  0.1063
H -0.80 -1.79 -3.34  0.1405
H 0.84 -3.61 -3.05  0.1525
H -0.49 -3.89 -1.85  0.1434
H -1.84 0.05 -2.83  0.1203
H 0.28 1.60 -0.67  -0.0367
H -2.94 2.61 -2.20  0.0798
H -2.40 2.75 -0.39  0.1325
H -4.71 3.89 -0.77  0.1520
H -3.74 -1.38 -2.71  -0.0095
H -5.42 -0.47 -1.39  0.0168
C -4.69 4.55 -5.88  -1.5200
Cl -5.72 3.13 -5.65  0.4778
Cl -5.62 6.04 -5.62  0.5400
Cl -3.30 4.50 -4.79  0.4913
H -4.33 4.55 -6.90  0.0197
C 1.58 3.54 -5.39  -1.5219
Cl 0.57 2.10 -5.16  0.4877
Cl 0.64 5.01 -5.13  0.5331
Cl 2.97 3.49 -4.30  0.5565
H 1.95 3.54 -6.41  0.0230
C 1.81 -5.78 2.40  -1.5553
Cl 2.54 -4.62 3.52  0.5235
Cl 2.45 -7.41 2.68  0.5439
Cl 0.04 -5.77 2.55  0.5094
H 2.06 -5.49 1.39  -0.0213
C -5.17 -1.80 6.70  -1.5054
Cl -3.54 -2.48 6.60  0.5344
Cl -5.19 -0.35 7.71  0.5145
Cl -5.80 -1.44 5.09  0.5383
H -5.82 -2.55 7.16  0.0197
C -5.95 -3.94 0.57  -1.5121
Cl -5.45 -2.59 1.59  0.5609
Cl -5.66 -3.58 -1.14  0.5210
Cl -5.10 -5.42 1.05  0.5388
H -7.02 -4.10 0.71  0.0222
C -3.20 0.15 11.50  -1.5351
Cl -4.76 0.64 10.82  0.4948
Cl -2.37 -0.96 10.40  0.5083
Cl -2.20 1.57 11.83  0.5244
H -3.38 -0.37 12.44  0.0163
C 9.35 5.23 -5.04  -1.5542
Cl 7.83 5.75 -5.79  0.5128
Cl 10.22 4.10 -6.09  0.5241
Cl 10.37 6.63 -4.66  0.5289
H 9.12 4.72 -4.11  -0.0184

Record 5
Molecular formula: C2H3N3O
Method: DFT, ωB97M-V with the def2-TZVPD basis set

Computed properties:
LUMO energy (alpha / beta): -0.017 / -0.017 Ha
energy: -317.22705 a.u.
strongest force on any atom: 1.10 eV/Å
relative energy (zero: lowest compared OMol25 entry of this formula, charge and spin): 191.6 kcal/mol

Last column: natural (NBO) charge in e.
Cartesian coordinates (Å):
N -0.92 0.84 -1.27  -0.8469
C -0.43 1.00 -0.02  0.4555
C 0.74 -1.25 0.07  -0.1071
O 1.11 -0.91 1.23  -0.1603
N 1.09 -0.07 2.12  0.1006
N -0.10 1.39 1.04  -0.4192
H -1.79 1.33 -1.44  0.4033
H -0.90 -0.12 -1.58  0.4212
H 1.21 -2.22 -0.15  0.1529

Record 6
Molecular formula: C4H4BrNS
Method: DFT, ωB97M-V with the def2-TZVPD basis set

Computed properties:
LUMO energy (alpha / beta): -0.035 / -0.035 Ha
energy: -3181.56202 a.u.
strongest force on any atom: 3.89 eV/Å
relative energy (zero: lowest compared OMol25 entry of this formula, charge and spin): 99.4 kcal/mol

Last column: natural (NBO) charge in e.
Cartesian coordinates (Å):
C -0.39 1.52 -0.14  -0.3207
C -0.88 0.73 -1.09  -0.4097
C 0.71 1.08 0.65  0.1992
C -0.53 -1.62 0.08  -0.5051
N 1.04 -0.10 1.08  -0.6621
S -0.33 -0.87 -1.46  0.4665
Br 0.43 -3.21 0.15  0.0645
H -0.77 2.54 0.18  0.2473
H -1.39 1.09 -1.97  0.2204
H 0.21 -0.95 0.97  0.2952
H 1.90 -0.22 1.55  0.4045